1.
The following is a DFT calculation (ωB97M-V/def2-TZVPD) of a 3-piece molecular cluster, C31H57N2O12S3 overall at a distorted geometry.

Output
Frontier orbital gap ... 7.637 eV
E_LUMO ... -4.134 eV

```
! RIJCOSX wB97M-V def2-TZVPD def2/J DEFGRID3
* xyz 1 1
S 0.6714 -2.8119 -4.8095
S 4.9915 -6.8404 -1.6523
S -4.7686 2.2251 -2.3642
O 0.5079 -2.4248 -6.3855
O 4.8341 -6.1068 -2.8885
O -5.2991 3.6846 -2.5349
O 0.4970 -1.6073 -4.0286
O 2.2615 -3.1699 -4.8436
O 1.6821 1.1002 0.3492
O -4.6590 -0.9862 -3.2757
O 5.7760 -6.3526 -0.5420
O -3.4286 2.1242 -3.1497
O -0.0684 -4.0268 -4.5582
O 3.5075 -7.2344 -1.1019
O 5.4894 -8.3495 -2.0165
N -2.4296 -1.6492 -4.1232
N -0.4446 2.5124 -0.0101
C -3.5047 -1.6108 -3.0225
C -1.9501 2.7291 -0.1919
C -3.1684 -2.3924 -1.6193
C 0.0742 -1.7571 0.1803
C 3.3801 -3.0896 1.2848
C 3.2071 -8.5712 -1.4964
C 1.2427 0.7415 4.4774
C -2.3630 -0.1730 -0.1752
C -2.2566 6.9311 0.3967
C 2.6212 -1.0316 2.9729
C -0.7104 -0.2853 0.0550
C -2.5893 4.2714 -0.2934
C 2.1987 -0.6267 4.5398
C -2.9464 1.3890 -0.2878
C -1.2701 6.2493 5.0005
C -2.6194 4.2033 3.7725
C -1.3673 7.8838 2.8379
C -0.4314 6.8304 3.6780
C 4.5505 -9.2957 -1.5082
C -1.5299 4.6313 4.9497
C 2.7747 -2.6492 2.7550
C 1.3327 -1.8985 -0.8632
C 2.3402 -4.0785 0.4340
C 2.7127 -3.2027 -6.1966
C 0.1971 1.1176 0.1337
C 1.8923 -3.4650 -1.0187
C -3.3448 -1.4893 -0.2622
C -4.5581 1.7328 -0.5383
C -1.1418 7.8725 1.2144
C 1.8024 -2.2392 -6.9535
C -1.6188 5.4214 0.3571
H 2.0459 1.9910 0.0514
H 1.4840 -1.4864 4.9147
H -4.9547 2.5777 0.2032
H 2.8136 -3.3773 -1.7679
H 2.1002 -1.1993 -6.7826
H -2.1240 -2.9071 -1.7442
H 2.2754 -1.2582 -0.5960
H 3.1485 -0.4665 5.2121
H -1.3430 5.1283 1.4686
H -1.0187 8.9417 0.7269
H -2.8347 -2.1510 -4.9682
H -2.1168 3.3644 3.1083
H -2.5246 7.7305 3.0763
H 4.8589 -9.5707 -0.4945
H -3.5824 4.2636 0.3687
H -0.7096 6.4806 6.0104
H 1.7640 -3.2137 2.9270
H 0.3618 -2.0014 1.3129
H -1.0835 8.9728 3.2336
H 0.9445 -1.4811 -1.9114
H 4.3209 -3.7847 1.5237
H -4.5043 -1.2273 -0.1837
H 2.5997 -4.2261 -6.5687
H 1.3602 -4.2564 1.0550
H 1.7193 -0.6192 2.3117
H 0.2148 3.3467 0.0214
H -2.2181 7.3414 -0.7236
H 2.7690 -8.5369 -2.4995
H -5.2600 0.8091 -0.3723
H 1.0604 -4.0882 -1.5743
H -0.6163 5.4542 -0.2839
H 1.7847 -2.4397 -8.0274
H 2.9151 -5.0983 0.1998
H -2.9292 5.1287 3.1055
H -0.7012 -2.6149 -0.1168
H -2.3130 6.7793 5.0327
H 0.0607 5.9818 3.0376
H -1.6308 -2.2822 -3.8324
H 0.1019 0.4827 4.2784
H 1.2696 1.3381 5.4849
H -2.0305 4.2784 5.9736
H -3.6046 3.7679 4.2304
H -0.5433 3.9820 4.8352
H 0.4759 7.4441 4.1517
H 3.5731 -0.4175 2.6065
H 4.5317 -10.1898 -2.1371
H -3.3231 7.0011 0.8774
H 1.5783 1.4793 3.6258
H -3.9623 -3.2798 -1.5323
H 3.7983 -2.2008 0.6463
H 3.7642 -2.9091 -6.2551
H 2.4944 -9.0264 -0.8046
H -3.1265 -2.1665 0.6948
H -0.0988 7.3219 1.0288
H -5.7266 1.3951 -3.0292
H -2.9277 4.4822 -1.3955
H 3.5424 -3.0235 3.5890
*
```

=====

2.
The following is a DFT calculation (ωB97M-V/def2-TZVPD) of C31H57N2O2OsP2S as an isolated structure at a distorted geometry.

Output
Energy relative to the best compared isomer or geometry (same formula, charge and spin) ... 1.576 eV
Frontier orbital gap (alpha / beta) ... 7.707 / 4.723 eV
⟨S²⟩ ... 6.05
E_LUMO (alpha / beta) ... -8.475 / -12.472 eV

```
! RIJCOSX wB97M-V def2-TZVPD def2/J DEFGRID3
* xyz 3 5
Os -0.2436 -0.1616 0.0321
S 1.4389 0.9203 4.4785
P 0.2306 -2.3716 0.5867
P 0.2677 2.1617 -0.1493
O 1.7802 0.8485 3.0130
O -1.6376 -0.0641 2.6786
N 1.4987 -0.2770 -1.2008
N -1.8537 -0.5183 -1.2962
C -0.2407 -5.1460 -0.2611
C -4.2511 0.1074 -3.9043
C 1.4790 3.9319 1.8321
C 1.6586 3.4205 0.4045
C 3.2752 -1.5834 -2.0597
C -2.7120 2.1324 0.3680
C -2.7646 -0.8413 -2.0629
C 1.4179 -4.4541 2.3130
C 2.6045 0.4080 -3.1990
C -0.2988 -3.3563 -1.9673
C 2.2436 -1.3849 -1.1501
C -0.9147 -3.6690 2.8407
C -1.5425 3.0371 -0.0711
C 3.3963 -0.7187 -3.1313
C -1.5863 4.2593 0.8381
C -1.1986 -0.1393 1.5830
C -0.6519 -3.6856 -0.5109
C 1.8099 0.7576 -2.0759
C -1.9549 0.7976 -3.8866
C 1.2933 2.0639 -1.7567
C 1.0533 -2.2468 3.2888
C -2.8537 -0.3803 -3.5658
C 1.6559 4.6030 -0.5860
C -1.8326 3.4209 -1.5103
C 2.7797 1.8476 5.2463
C 1.9635 -2.4184 -0.0877
C 3.0184 2.6953 0.3819
C 0.4587 -3.2479 2.2964
C 0.0629 2.0802 4.6474
C -2.2403 -1.4416 -4.4725
C -2.1698 -3.5949 -0.2877
H 1.5095 -4.7948 3.3570
H -2.8639 3.7973 -1.6158
H -1.4049 -4.4374 2.2373
H 1.8055 4.2696 -1.6210
H 0.7168 5.1676 -0.5552
H -0.7395 1.5283 5.1546
H -4.4567 -0.0957 -4.9628
H -0.7881 -4.0896 3.8511
H -2.6650 -4.3666 -0.9017
H 1.0774 -5.3196 1.7439
H -0.7459 -5.7707 -1.0154
H -1.1601 4.1691 -1.9399
H 3.3310 2.4099 -0.6270
H -0.8512 5.0250 0.5766
H 2.3480 4.5658 2.0768
H 2.1775 -3.4208 -0.4879
H -0.4680 -2.2989 -2.1928
H 2.6283 -2.2810 0.7827
H 2.4949 1.0353 -4.0823
H 0.7483 -3.5907 -2.1997
H 1.9944 -1.8139 2.9355
H 0.5854 4.5445 1.9670
H 2.4822 5.2881 -0.3412
H -5.0150 -0.3612 -3.2774
H -2.2542 1.7172 -3.4001
H 0.3837 2.9319 5.2601
H 1.4472 3.0970 2.5399
H -1.7410 2.5056 -2.0928
H 3.9729 -2.3921 -1.9141
H -2.5373 -2.4725 -4.2812
H -2.5660 -2.6296 -0.6061
H -1.9858 0.9775 -4.9674
H -2.4277 -1.2075 -5.5299
H 2.7942 1.5854 6.3099
H -0.9159 0.6160 -3.6134
H -1.1573 -1.3785 -4.3183
H -0.5716 -5.5245 0.7118
H 3.8061 3.3594 0.7762
H 2.4228 -4.1890 1.9676
H -1.4615 3.9575 1.8826
H 1.0508 2.6642 -2.6376
H -0.9334 -3.9493 -2.6432
H 1.2598 -2.7564 4.2437
H -4.3463 1.1938 -3.7646
H -1.5828 -2.8026 2.9254
H -2.4471 -3.7405 0.7632
H -2.8567 1.2684 -0.2932
H -3.6357 2.7336 0.3239
H 2.6088 2.9218 5.1063
H -0.2774 2.3921 3.6518
H 0.8364 -5.3096 -0.3815
H 3.7089 1.5279 4.7609
H 0.3567 -1.4301 3.5048
H -2.5870 4.7112 0.7469
H 2.9817 1.7955 1.0099
H -2.6009 1.7944 1.4019
H 4.0756 -0.9203 -3.9419
*
```